Record 1
37
Properties=species:S:1:pos:R:3 method="wB97M-V/def2-TZVPD" charge=+2 relative_energy_kcal_mol=0.0 gap_ha=0.0712
O -3.602 -2.841 -1.295
S -2.357 -3.532 -1.475
O -1.636 -3.828 0.007
Cl -2.718 -3.972 1.262
O -1.223 -2.535 -1.982
C -1.676 -1.513 -2.914
C -2.073 -0.234 -2.185
C -0.869 0.696 -2.064
F 0.300 0.040 -1.934
F -0.791 1.396 -3.224
C -0.998 1.800 -0.970
F -2.229 2.368 -1.147
F -0.094 2.752 -1.184
C -0.940 1.274 0.509
F -0.805 -0.025 0.557
F -2.248 1.537 1.111
C 0.039 1.976 1.474
F -0.375 1.646 2.725
F -0.154 3.316 1.385
C 1.552 1.601 1.311
F 1.828 1.285 0.037
F 2.238 2.715 1.596
C 2.058 0.494 2.285
F 1.168 -0.514 2.420
F 2.213 1.073 3.482
C 3.443 -0.123 1.868
F 4.027 -0.490 3.022
F 4.238 0.786 1.300
C 3.335 -1.428 1.017
F 3.086 -2.470 1.791
F 2.357 -1.334 0.098
F 4.487 -1.610 0.394
H -2.512 -1.867 -3.511
H -0.858 -1.348 -3.608
H -2.538 -0.457 -1.229
H -2.808 0.275 -2.805
Be -2.865 3.087 1.873


Record 2
24
Properties=species:S:1:pos:R:3 method="wB97M-V/def2-TZVPD" charge=-1 relative_energy_kcal_mol=4.4 gap_ha=0.2623
Tl -1.713 3.376 0.216
O -1.175 1.122 1.624
C -0.736 0.585 0.589
O -0.512 1.176 -0.489
C -0.508 -0.917 0.616
C -0.101 -1.572 -0.543
C -0.037 -2.948 -0.573
C -0.379 -3.671 0.568
C -0.721 -3.021 1.753
C -0.788 -1.644 1.770
N -0.406 -5.097 0.511
O -0.690 -5.710 1.528
O -0.164 -5.639 -0.556
H 0.135 -0.974 -1.409
H 0.255 -3.483 -1.462
H -0.949 -3.610 2.629
H -1.075 -1.096 2.656
O 0.556 4.494 0.732
N 1.557 4.831 0.029
C 1.545 4.749 -1.293
C 2.668 5.162 -2.024
N 3.550 5.513 -2.675
C 0.388 4.332 -1.964
N -0.700 4.041 -2.235


Record 3
26
Properties=species:S:1:pos:R:3 method="wB97M-V/def2-TZVPD" charge=-1 relative_energy_kcal_mol=0.0 gap_ha=0.2889
Ag 9.634 7.818 2.337
O 9.594 12.097 1.997
C 9.080 10.969 2.472
O 9.771 10.201 3.081
C 7.657 10.675 2.169
O 7.591 9.295 2.001
C 6.318 8.670 2.104
C 6.470 7.179 2.135
O 5.393 6.553 2.087
O 7.620 6.700 2.243
H 10.520 12.081 2.265
H 7.380 11.275 1.292
H 6.956 11.017 2.924
H 5.620 8.976 1.332
H 5.833 8.995 3.006
Cl 12.610 10.098 1.964
C 12.885 8.363 2.095
C 11.798 7.514 2.133
C 12.179 6.187 2.146
Cl 10.891 5.018 2.172
C 13.500 5.716 2.187
Cl 13.851 4.037 2.241
C 14.532 6.640 2.214
Cl 16.161 6.090 2.312
C 14.248 7.993 2.172
Cl 15.549 9.131 2.194


Record 4
24
Properties=species:S:1:pos:R:3 method="wB97M-V/def2-TZVPD" charge=0 smiles="O=C1c2cc(Cl)c(COC(F)(F)F)cc2C(=O)N1S" gap_ha=0.2969
O 4.523 -1.768 0.597
C 3.655 -0.877 0.569
C 2.108 -0.892 0.192
C 1.213 -1.957 -0.471
C -0.285 -1.540 -0.707
Cl -1.409 -2.760 -1.511
C -0.838 -0.156 -0.294
C -2.328 0.363 -0.529
O -3.260 -0.024 0.521
C -4.591 0.320 0.197
F -4.706 1.229 -0.884
F -5.278 0.932 1.291
F -5.378 -0.819 -0.169
C 0.154 0.843 0.399
C 1.638 0.516 0.661
C 2.818 1.342 1.341
O 2.727 2.369 2.034
N 4.011 0.526 0.968
S 4.515 1.394 -0.484
H 1.651 -2.955 -0.791
H -2.269 1.515 -0.528
H -2.676 -0.052 -1.546
H -0.237 1.871 0.720
H 4.242 0.580 -1.576


Record 5
25
Properties=species:S:1:pos:R:3 method="wB97M-V/def2-TZVPD" charge=+2 relative_energy_kcal_mol=0.0 gap_ha=0.2991
Sc 0.070 -0.917 0.972
O -3.531 0.972 -0.216
C -2.326 0.648 0.087
O -1.993 -0.366 0.719
C -1.251 1.591 -0.354
C -1.392 2.790 -1.032
C -0.231 3.512 -1.295
C 1.008 3.037 -0.867
C 1.042 1.827 -0.195
N -0.068 1.133 0.032
C 2.213 1.096 0.411
O 3.421 1.527 0.374
O 1.964 0.024 0.982
H -4.193 0.323 0.093
H -2.366 3.146 -1.339
H -0.291 4.454 -1.824
H 1.900 3.617 -1.066
H 3.563 2.375 -0.077
O 0.247 -2.316 -0.294
N 0.238 -3.029 0.866
C 0.336 -4.305 0.809
C 0.451 -4.992 -0.442
N 0.546 -5.542 -1.444
C 0.321 -5.023 2.050
N 0.321 -5.582 3.051


Record 6
26
Properties=species:S:1:pos:R:3 method="wB97M-V/def2-TZVPD" spin_multiplicity=6 charge=+4 relative_energy_kcal_mol=35.5 gap_ha="0.2870 / 0.1613"
Ru -0.262 -0.077 -2.483
Al 2.964 -0.228 1.335
Cl 3.218 0.210 -0.824
Cl 2.654 -2.185 1.818
C -1.771 -0.075 -1.390
C -0.005 0.855 -4.071
C 0.032 -1.843 -2.787
O -2.685 -0.123 -0.668
O 0.208 1.433 -5.043
O 0.273 -2.985 -2.907
N 0.697 1.762 -1.082
C 0.625 1.880 0.306
N 1.176 1.020 1.189
C 0.703 1.363 2.475
C 1.031 0.661 3.620
C 0.793 1.259 4.862
C 0.221 2.530 4.959
C -0.155 3.213 3.798
C 0.051 2.587 2.564
S -0.191 3.214 0.936
H 0.305 2.569 -1.579
H 1.680 1.567 -1.284
H 1.448 -0.330 3.507
H 1.074 0.702 5.762
H 0.075 2.959 5.956
H -0.578 4.208 3.882


Record 7
25
Properties=species:S:1:pos:R:3 method="wB97M-V/def2-TZVPD" spin_multiplicity=5 charge=+1 relative_energy_kcal_mol=12.5 gap_ha="0.2863 / 0.1815"
Ir -0.728 1.962 -0.205
Cl 1.590 -3.902 -4.213
C 0.829 -2.759 -3.202
C -0.515 -2.933 -2.843
C -1.128 -2.027 -2.010
Cl -2.765 -2.193 -1.570
C -0.415 -0.895 -1.450
O -0.996 -0.159 -0.609
C 0.950 -0.722 -1.890
C 1.706 0.434 -1.488
O 1.347 1.344 -0.743
C 1.538 -1.656 -2.743
H -1.070 -3.778 -3.217
H 2.717 0.496 -1.918
H 2.564 -1.520 -3.049
I 0.952 2.782 5.880
C 0.035 2.029 4.170
C -0.974 1.080 4.115
N -1.261 0.903 2.822
N -0.498 1.677 2.043
C 0.296 2.376 2.839
H -1.471 0.555 4.908
H -1.961 0.290 2.419
H 1.006 3.083 2.456
F -1.749 3.536 -0.504


Record 8
25
Properties=species:S:1:pos:R:3 method="wB97M-V/def2-TZVPD" spin_multiplicity=10 charge=+4 gap_ha="0.2915 / 0.1432"
Ru -2.746 6.036 0.251
Rh 0.613 0.922 0.240
Cl -3.186 4.001 -0.649
Cl 0.652 3.221 0.151
C 2.344 1.090 -0.259
C -4.272 6.819 -0.294
C -2.177 7.579 1.035
O 3.447 1.311 -0.594
O -5.272 7.296 -0.683
O -1.866 8.599 1.509
N -0.648 -2.620 -1.286
C -0.656 -1.303 -0.991
N 0.353 -1.007 -0.166
C 1.092 -2.208 0.058
C 2.142 -2.517 0.915
C 2.416 -3.869 1.188
C 1.641 -4.875 0.583
C 0.644 -4.567 -0.350
C 0.422 -3.228 -0.621
H -1.271 -3.058 -1.943
H -1.391 -0.583 -1.336
H 2.679 -1.683 1.354
H 3.208 -4.132 1.900
H 1.815 -5.917 0.839
H 0.015 -5.307 -0.851


| no. | E (Eh) |
| --- | --- |
| 1 | -3179.06550 |
| 2 | -1151.16196 |
| 3 | -3208.28072 |
| 4 | -1822.32614 |
| 5 | -1739.49804 |
| 6 | -2373.96505 |
| 7 | -2066.55358 |
| 8 | -1843.68670 |